The molecule C2H3N3O at a distorted geometry. Source: OMol25; level of theory: ωB97M-V with the def2-TZVPD basis set.

Calculated values
**Multiplicity**: 1
**SMILES**: CN(C#N)N=O
**Highest occupied orbital energy**: -10.5674 eV
**DFT total energy**: -8636.7745 eV
**ΔE to the lowest compared entry with this formula, charge and spin**: 358.9 kJ/mol

Last columns: bonded neighbours and bond lengths (Å).
Element x y z (Å)
1 C 0.515 0.638 -0.633  N2 1.559, H7 1.099, H8 1.073, H9 1.089
2 N -0.405 -0.283 0.225  C1 1.559, C3 1.395, N5 1.358
3 C -0.395 0.107 1.564  N2 1.395, N4 1.146
4 N -0.306 0.433 2.660  C3 1.146
5 N -0.902 -1.510 -0.078  N2 1.358, O6 1.215
6 O -0.860 -1.797 -1.258  N5 1.215
7 H 0.145 1.179 -1.516  C1 1.099
8 H 0.969 1.294 0.085  C1 1.073
9 H 1.239 -0.061 -1.048  C1 1.089

Atomic partial charges in e from the natural (NBO) method, atoms 1 to 4: C -0.4280; N -0.3048; C 0.4011; N -0.3070